Density functional theory data (ωB97M-V with the def2-TZVPD basis set) for a single CH2N2O3 molecule.

Geometry as XYZ:
```
8
Properties=species:S:1:pos:R:3:forces:R:3:mulliken_spin:R:1
O -0.700986 0.670544 0.651790 -3.73 -1.41 -0.15 0.0743
O 2.089530 -0.619547 -0.422404 3.32 -1.22 -1.18 0.2427
O -1.663570 -1.167157 -0.519113 0.06 -1.04 1.70 0.1253
N 0.630227 0.934128 0.513134 2.88 2.95 0.54 0.1108
N -0.706372 -0.874148 0.403415 -3.12 1.18 -0.63 0.8621
C 1.173822 -0.067703 0.021330 1.07 -0.32 -0.77 0.5736
H 1.050762 1.882266 0.725934 -1.45 -1.31 0.07 -0.0090
H -1.873412 -0.758380 -1.374085 0.96 1.17 0.41 0.0201
```
Positions in Å, forces in eV/Å.

Computed properties:
Spin multiplicity: 3
Orbital gap (spin up / spin down), eV: 6.73 / 8.49
Highest occupied orbital energy (spin up / spin down), eV: -6.07 / -9.85
Energy above the lowest of the compared OMol25 structures with the same formula, charge and spin, kcal/mol: 97.8


Density functional theory data (ωB97M-V with the def2-TZVPD basis set) for a 2-piece molecular cluster, C6H12N2O overall.

Geometry as XYZ:
```
21
Properties=species:S:1:pos:R:3:forces:R:3:nbo_charge:R:1
O -1.623467 0.540189 0.354279 1.48 1.91 1.57 -0.7858
N 3.583202 -0.666651 -0.661652 0.04 0.01 0.00 -0.3086
N 0.536328 1.761528 0.546777 1.01 -0.60 -0.90 -0.7387
C 0.296035 -1.633352 -0.761449 0.02 0.04 0.03 -0.5850
C 1.070772 -0.583884 0.053320 -0.64 -0.17 0.24 -0.2409
C -2.589114 1.051527 -0.528208 -0.10 0.42 0.23 -0.2447
C 0.952023 -0.848659 1.560553 0.03 0.10 -0.12 -0.5940
C 0.643383 0.820341 -0.336886 0.84 1.29 0.82 0.2931
C 2.482780 -0.627490 -0.337400 0.29 -0.06 -0.13 0.2953
H 0.675038 -2.630176 -0.541811 0.02 0.00 0.00 0.2234
H -0.100629 -0.866564 1.832173 -0.05 0.02 0.01 0.2375
H 0.596795 0.990453 -1.416932 0.04 0.10 0.05 0.1799
H -3.464668 1.421329 0.019794 0.00 -0.01 -0.15 0.1674
H 0.475214 2.691344 0.140100 -0.20 -0.09 -0.28 0.3654
H -0.923354 1.343072 0.801544 -2.81 -2.83 -1.36 0.4976
H -2.916968 0.256299 -1.202726 0.06 0.03 0.06 0.1766
H 1.452664 -0.066012 2.126057 -0.01 -0.02 0.02 0.2363
H -2.192335 1.882194 -1.132786 -0.06 -0.10 -0.04 0.1478
H 0.397401 -1.456479 -1.832411 0.01 0.01 -0.02 0.2144
H -0.754527 -1.569862 -0.486241 0.02 -0.02 0.01 0.2426
H 1.403427 -1.809146 1.803905 0.00 -0.02 -0.04 0.2203
```
Positions in Å, forces in eV/Å.

Computed properties:
SMILES: [H]/N=C/C(C)(C)C#N.CO
Orbital gap, eV: 10.29
Highest occupied orbital energy, eV: -9.88
Energy above the lowest of the compared OMol25 structures with the same formula, charge and spin, kcal/mol: 58.4


Density functional theory data (ωB97M-V with the def2-TZVPD basis set) for a 6-piece molecular cluster, C33H73FO18 overall.

Geometry as XYZ:
```
125
Properties=species:S:1:pos:R:3:forces:R:3:mulliken_charge:R:1
F 2.333076 0.039564 -0.846321 -1.00 -0.39 1.21 -0.4124
O -1.024644 -1.398188 -1.828572 0.69 0.37 0.24 -0.2874
O -0.433547 1.419237 -4.513650 1.31 0.01 -0.53 -0.5340
O 5.236543 -5.680568 3.391351 -0.05 0.71 0.22 -0.3433
O 1.706206 1.708848 4.742784 0.21 -0.11 0.32 -0.4817
O -2.690290 -5.978802 -3.066137 0.02 0.62 -0.25 -0.1737
O -1.304179 -6.388720 -0.571505 0.05 -0.22 -0.27 -0.4618
O -4.722492 1.216351 -0.449057 -0.45 -0.59 -0.34 -0.4530
O 0.548694 6.520057 -0.717015 0.04 -0.48 0.08 -0.1228
O 4.181544 -0.524101 1.415216 -0.29 0.14 0.32 0.1893
O 0.127311 -0.049268 -0.323851 0.26 -1.70 -0.87 0.2352
O -0.051002 3.809461 -1.766135 -0.01 0.27 0.22 0.1625
O 1.366668 -1.123593 4.051447 -0.48 -0.52 -0.34 -0.0407
O -4.556434 -3.584024 -3.058017 -0.61 0.16 0.51 -0.3532
O 0.727209 4.184632 3.275290 -0.09 0.39 0.83 -0.4998
O 4.534564 -3.610444 1.208222 -0.08 1.07 -0.23 -0.4240
O 0.662132 -2.288947 -0.564606 -0.86 1.45 -0.21 -0.3875
O -3.718677 6.415136 -1.711814 -0.35 -0.28 0.41 -0.4803
O -3.048482 3.494461 -0.805648 0.09 0.39 0.44 -0.3911
C 4.658241 -2.707734 2.337887 0.56 -0.50 -0.85 0.1848
C 4.698347 0.761667 1.080373 -1.19 -0.80 0.25 -0.7614
C 4.260809 -5.803264 4.413468 -0.03 0.32 -0.01 -0.6711
C 1.459039 -1.775653 0.528927 0.56 1.26 -1.34 0.7008
C -4.371988 -4.493770 -4.079352 -0.30 -0.91 -0.51 -0.5683
C -1.774479 1.217183 -4.759896 -1.08 -0.23 -0.17 -0.2869
C 3.874485 -4.833662 1.422000 0.64 0.02 1.17 -0.2343
C 4.751162 -5.899603 2.066398 0.05 -0.95 0.41 -0.8358
C -0.147805 -1.269518 -1.044622 0.11 -0.34 1.53 0.0739
C 1.218203 4.453967 -1.778962 -0.56 0.88 0.14 -0.6266
C -1.184817 -5.009799 -0.863370 -0.19 0.72 0.15 -0.4673
C -0.527372 3.355420 -3.023319 -0.22 -0.36 -0.17 -1.2023
C 0.976419 2.912599 2.735062 -0.34 1.03 -0.13 0.2625
C 0.279817 7.871333 -0.928410 0.02 0.62 -0.02 -0.9642
C -3.335376 1.139451 -0.655926 -0.20 0.11 -0.70 -0.2632
C 1.390453 -0.250084 0.207850 1.26 -0.80 -0.24 0.8618
C -2.362352 -7.258260 -2.634823 -0.28 -0.87 0.91 -0.5148
C -3.559640 -2.624735 -2.997439 0.79 0.87 0.81 -0.0035
C -2.549599 5.910221 -1.066168 -0.92 -0.79 0.03 -0.1576
C 0.941158 -2.462750 4.265256 -0.10 0.76 -0.17 -0.7867
C 2.692026 0.702245 4.548503 0.36 1.57 0.08 -0.4357
C -1.179620 -7.223276 -1.688728 0.54 -0.66 -0.82 -0.6603
C 1.147305 5.221319 2.427012 -0.30 -0.06 -0.42 -0.5689
C 1.130199 5.994138 -1.883483 -0.12 -0.96 -0.11 -0.8371
C -5.505582 0.403676 -1.296629 -0.78 -0.35 -0.01 -0.8323
C -2.703722 2.340319 -0.071903 1.00 0.09 0.59 0.0208
C -3.981746 -5.882699 -3.617673 0.00 0.03 -0.34 -0.5782
C -0.147011 1.886371 -3.232861 1.02 0.56 0.73 0.3270
C 2.322532 -0.650331 4.982516 -0.36 -1.93 -0.27 -0.6051
C -4.635003 7.036534 -0.833256 -0.26 0.09 0.03 -0.7037
C 5.196179 -1.359653 1.873337 0.61 -1.24 -0.21 -1.1337
C 0.712752 1.832129 3.742402 -0.05 -0.47 -0.28 -0.2393
C -2.693187 4.677967 -0.106616 0.16 1.27 -1.27 0.0143
H -2.173804 -7.985928 -3.439045 0.28 0.34 -0.31 0.3484
H -3.408682 4.931247 0.680548 -0.02 -0.32 0.17 0.5963
H 0.284634 2.836322 1.874639 0.39 -0.56 -0.06 -0.1153
H 4.145491 -6.806307 2.108880 -0.23 -0.30 -0.21 0.4374
H -2.135439 0.333059 -4.212646 -0.31 0.49 0.37 -0.0927
H -3.696516 -4.142699 -4.859557 0.33 0.18 0.08 0.3839
H 5.383283 -3.161936 3.014978 -0.15 0.12 0.29 0.5930
H 1.051048 -2.071633 1.498121 -0.07 0.26 -0.19 -0.5999
H -2.143265 -4.544062 -1.121228 0.07 -0.27 0.11 0.1640
H -1.609706 3.496520 -3.079719 0.10 0.14 0.33 0.5327
H -1.679204 4.603972 0.291271 0.03 -0.23 0.33 -0.0845
H 5.184383 1.160233 1.964931 0.58 0.27 -0.06 0.4007
H 3.190656 -1.329896 4.943888 0.26 0.27 -0.11 0.2949
H 0.748035 6.161965 2.809343 0.04 -0.12 -0.03 0.2647
H -2.330888 2.148448 -4.614906 -0.41 -0.32 0.49 0.2870
H 1.176109 8.386827 -1.314698 -0.17 0.00 0.09 0.3112
H 0.516853 6.256551 -2.752581 0.04 0.11 -0.15 0.3736
H 1.678770 4.278434 -0.805075 0.19 -0.46 -0.16 0.1861
H -3.875575 -1.801846 -2.352531 -0.17 -0.19 0.09 -0.4250
H -0.253480 -7.062619 -2.249572 0.10 0.78 -0.06 0.3487
H 5.641276 -6.159011 1.494532 -0.02 0.36 -0.22 0.3177
H 4.630807 -5.429111 5.374502 0.49 -0.10 -0.35 0.2549
H 5.334098 0.614649 0.207091 0.15 0.69 0.01 0.2556
H -1.631344 2.131495 -0.085978 0.48 0.35 -0.45 -0.1396
H 2.018534 2.919144 2.418604 0.31 -0.49 -0.38 0.1377
H 3.508093 -5.233639 0.467838 0.06 0.29 0.17 0.4486
H -5.376128 -0.674517 -1.187155 0.41 -0.14 0.52 0.2948
H -3.073483 1.179099 -1.721246 -0.28 -0.21 -0.21 0.0983
H 0.016286 8.317033 0.033850 -0.17 -0.01 -0.21 0.2414
H 2.501202 -2.082332 0.407692 -0.28 -0.22 0.06 -0.0410
H 0.652220 0.900371 3.176389 -0.28 -0.12 0.14 0.1702
H -0.797620 -4.514223 0.025714 0.02 -0.10 0.11 0.1976
H -0.079875 3.909242 -3.846947 0.09 0.28 -0.15 0.3150
H 1.786330 -3.149261 4.197684 0.06 -0.21 -0.07 0.2031
H -4.020768 -6.494115 -4.520177 -0.22 -0.42 -0.10 0.3413
H 5.944883 -1.546744 1.092512 -0.10 -0.05 -0.24 0.4141
H 3.801547 1.366233 0.904845 0.47 0.11 -0.46 0.0341
H -0.238514 2.020494 4.250148 0.08 -0.05 -0.13 0.3652
H -2.858582 0.237077 -0.259645 -0.27 -0.16 0.21 0.3182
H -6.568115 0.577526 -1.082547 0.34 0.25 0.14 0.3436
H -0.513124 1.230568 -2.445571 -0.56 -0.01 0.08 -0.0973
H -1.955943 0.974446 -5.797489 0.49 -0.08 -0.49 0.3340
H 2.997642 0.663282 3.500982 0.06 -0.08 -0.16 0.1589
H 3.702315 -2.537460 2.828668 -0.31 -0.20 0.13 -0.2264
H -5.341236 -4.613018 -4.573077 -0.08 -0.16 -0.07 0.3711
H -4.718606 -6.223939 -2.889590 -0.13 -0.18 0.07 0.3539
H -2.868052 2.435278 1.000844 -0.78 0.21 0.20 0.5636
H 5.788034 -0.925221 2.679294 -0.25 0.36 0.45 0.4901
H 3.551213 1.023125 5.134609 0.15 0.12 0.02 0.4683
H 0.945053 1.876529 -3.085875 -0.14 -0.30 -0.37 0.2791
H 0.786131 5.058739 1.402031 -0.15 0.16 0.08 0.1187
H 1.676921 0.382335 1.046163 -0.52 0.20 -0.15 -0.3131
H -1.026391 -8.259212 -1.384665 -0.28 -0.05 0.62 0.4059
H -2.132144 6.738232 -0.496956 0.40 -0.06 0.22 0.4060
H 0.177479 -2.688017 3.506872 0.34 -0.03 0.23 0.1766
H -0.525600 7.982720 -1.674918 0.10 0.19 0.29 0.3741
H -2.635524 -3.019220 -2.549889 -0.11 0.10 -0.52 0.1656
H 1.792206 4.068342 -2.618264 0.47 -0.04 0.10 0.5031
H -5.110483 6.357078 -0.118608 0.16 -0.26 -0.07 0.2473
H 0.485960 -2.544966 5.246045 -0.14 -0.20 0.31 0.3580
H -4.174145 7.838381 -0.244200 0.21 0.04 -0.07 0.2866
H 1.953657 -0.774776 6.000009 -0.29 0.55 0.24 0.4733
H -5.381586 0.559600 -2.367790 0.40 0.59 -0.16 0.3109
H -3.172329 -7.752227 -2.073224 -0.34 0.52 0.01 0.3345
H -0.504186 -4.777487 -1.686369 0.11 -0.33 -0.04 0.3891
H 3.983489 -6.850971 4.563159 -0.25 0.04 -0.17 0.3650
H -3.396407 -2.171774 -3.973504 0.36 -0.06 -0.25 0.4037
H -1.904624 5.609818 -1.886907 0.26 0.11 0.10 -0.2632
H 3.392177 -5.166616 4.213310 -0.21 -0.32 -0.14 0.1920
H -5.449755 7.479450 -1.415687 0.30 -0.12 -0.12 0.3113
H 2.128406 6.451186 -1.977349 -0.02 -0.31 -0.33 0.5195
H 2.232922 5.289750 2.356030 0.30 -0.02 0.18 0.3691
H 3.048894 -4.682887 2.119677 -0.52 0.09 -0.20 0.1466
```
Positions in Å, forces in eV/Å.

Computed properties:
SMILES: O=C1OC[C@@H](F)O1.COCCOCCOC.COCCOCCOC.COCCOCCOC.COCCOCCOC.COCCOCCOC
Orbital gap, eV: 9.67
Highest occupied orbital energy, eV: -9.22
Energy above the lowest of the compared OMol25 structures with the same formula, charge and spin, kcal/mol: 0.0


Density functional theory data (ωB97M-V with the def2-TZVPD basis set) for a single C6H10N2 molecule.

Geometry as XYZ:
```
18
Properties=species:S:1:pos:R:3:forces:R:3:nbo_charge:R:1
N -0.138089 -0.247719 2.069556 -1.34 -1.88 -0.23 -0.2547
N 0.531229 0.914758 1.473246 2.14 -2.68 8.13 -0.4871
C 0.090664 0.023748 -0.504453 -1.38 1.66 -1.80 -0.0443
C -1.125758 0.004903 -1.350743 -0.02 0.53 2.09 -0.3655
C -1.158384 -0.913789 1.496079 2.58 -0.16 -2.84 -0.0036
C 0.600002 1.340009 0.147231 -6.09 -1.73 -1.70 -0.2227
C 1.194372 -0.916448 -0.858139 0.95 -1.27 -1.41 -0.6387
C -1.376602 -0.211495 0.155181 2.18 1.80 0.30 -0.3401
H -1.506860 -2.048352 1.499448 1.01 2.63 1.64 0.2404
H -1.268406 -0.844040 -1.898300 -0.06 -2.05 -1.77 0.2108
H -1.474562 0.754229 0.636371 -0.91 0.52 -0.82 0.2034
H -1.423974 0.904807 -1.837369 -0.77 0.59 0.04 0.2161
H -0.294891 2.102690 0.002222 2.37 -0.67 -0.23 0.1757
H 1.878804 -0.178827 -1.562887 -0.79 -2.17 2.30 0.2258
H 0.924436 -1.783040 -1.707866 0.40 2.03 2.78 0.2241
H 1.579383 -1.360879 0.183808 0.11 0.76 -2.73 0.2371
H 1.427556 0.841232 2.183059 -2.82 1.01 -3.00 0.4104
H 1.541080 1.618213 -0.126444 2.45 1.07 -0.75 0.2127
```
Positions in Å, forces in eV/Å.

Computed properties:
SMILES: C[C@]12CNN=C[C@@H]1C2
Orbital gap, eV: 8.93
Highest occupied orbital energy, eV: -8.10
Energy above the lowest of the compared OMol25 structures with the same formula, charge and spin, kcal/mol: 174.7